# 1
11
Properties=species:S:1:pos:R:3:forces:R:3:mulliken_charge:R:1 method="wB97M-V/def2-TZVPD" total_charge=0 energy_ev=-8773.716 spin_multiplicity=1 orbital_gap_ev=8.14 relative_energy_kcal_mol=91.7
N -0.004 -0.968 1.609 0.094 0.159 -0.375 -0.283
C 0.343 -0.827 0.359 0.054 -0.016 0.422 -0.103
C -0.712 0.919 -1.353 -0.248 0.046 -0.022 -0.498
O 0.540 0.335 -1.737 0.173 -0.052 -0.188 -0.468
C 0.272 0.512 -0.326 -0.121 -0.247 0.100 0.770
O 0.994 1.200 0.495 0.225 0.067 -0.240 -0.741
H -0.297 -0.105 2.061 -0.036 -0.243 0.097 0.273
H 0.373 -1.718 2.177 -0.224 0.164 -0.123 0.265
H 0.883 -1.667 -0.092 -0.112 0.317 -0.006 0.327
H -1.612 0.340 -1.581 0.233 0.014 0.018 0.222
H -0.781 1.980 -1.611 -0.036 -0.209 0.316 0.235

---

# 2
69
Properties=species:S:1:pos:R:3:forces:R:3:mulliken_charge:R:1 method="wB97M-V/def2-TZVPD" total_charge=-1 energy_ev=-50128.763 spin_multiplicity=1 orbital_gap_ev=4.03 smiles="Cc1ccc(S[C@H](/C=C/c2ccc([N+](=O)[O-])cc2)c2cc(C(C)(C)C)c([O-])c(C(C)(C)C)c2)cc1"
C -5.290 0.499 -3.416 -0.286 -0.026 0.000 -1.517
C -3.828 0.623 -3.094 0.304 -0.055 -0.079 1.292
C -3.063 -0.529 -2.885 0.171 0.102 -0.111 -0.670
C -1.708 -0.441 -2.582 0.046 0.533 -0.038 -0.186
C -1.087 0.821 -2.526 -0.931 -0.097 0.083 0.157
S 0.638 0.952 -2.272 1.008 -0.181 -0.852 -0.258
C 0.749 1.357 -0.487 -0.890 -0.080 0.852 -0.038
C 2.204 1.540 -0.150 0.041 0.907 -0.372 -1.113
C 2.986 2.452 -0.773 -1.076 -0.355 0.543 -0.478
C 4.426 2.500 -0.661 1.490 0.240 0.379 0.652
C 5.150 3.668 -1.041 -0.334 -0.660 0.228 -0.649
C 6.533 3.688 -1.045 0.450 -0.577 0.110 -0.368
C 7.244 2.531 -0.664 -1.904 -0.015 0.026 -0.012
N 8.658 2.503 -0.801 2.748 0.007 -0.159 0.925
O 9.275 1.460 -0.487 -1.082 1.803 -0.534 -0.602
O 9.232 3.528 -1.239 -0.930 -1.764 0.759 -0.613
C 6.557 1.383 -0.213 0.244 0.527 -0.181 -0.540
C 5.170 1.374 -0.203 -0.113 0.561 -0.241 -0.582
C 0.002 0.318 0.336 0.474 1.018 -0.040 -1.097
C -1.355 0.536 0.601 0.218 0.169 -0.131 -0.266
C -2.149 -0.406 1.203 0.320 -0.539 0.312 -0.425
C -3.677 -0.212 1.332 0.486 -0.198 0.098 2.530
C -4.384 -1.278 0.490 0.054 -0.242 -0.135 -1.444
C -4.119 1.161 0.829 -0.053 0.101 -0.088 -1.948
C -4.115 -0.366 2.793 0.068 -0.068 0.064 -1.952
C -1.509 -1.652 1.654 0.003 0.182 -0.437 1.702
O -2.208 -2.592 2.113 -0.380 -0.451 0.458 -0.942
C -0.057 -1.811 1.499 -0.478 0.068 0.002 -1.120
C 0.632 -3.099 2.015 -0.354 0.386 -0.267 2.250
C 0.305 -3.338 3.493 -0.113 0.048 0.077 -1.808
C 2.152 -3.028 1.861 0.105 -0.044 0.009 -2.025
C 0.107 -4.285 1.200 -0.157 -0.070 -0.090 -1.717
C 0.625 -0.849 0.783 0.050 0.183 0.037 0.002
C -1.856 1.979 -2.709 0.159 -0.525 -0.019 -0.454
C -3.211 1.874 -3.003 -0.105 -0.117 0.053 -0.743
H -5.748 1.485 -3.538 0.016 -0.141 0.021 0.363
H -5.452 -0.068 -4.341 0.063 0.095 0.105 0.365
H -5.829 -0.035 -2.620 0.148 0.148 -0.111 0.279
H -3.537 -1.507 -2.990 0.116 0.226 0.181 0.294
H -1.116 -1.327 -2.363 -0.116 0.155 -0.117 0.358
H 0.224 2.327 -0.448 0.176 -0.234 0.352 0.559
H 2.568 0.966 0.700 0.161 -0.262 -0.477 0.852
H 2.498 3.229 -1.375 0.255 -0.521 -0.176 0.328
H 4.602 4.563 -1.334 0.082 -0.258 -0.005 0.362
H 7.098 4.562 -1.358 -0.189 -0.185 0.060 0.443
H 7.137 0.518 0.096 -0.174 0.170 -0.074 0.451
H 4.635 0.483 0.130 0.227 0.264 -0.224 0.456
H -1.792 1.488 0.292 0.162 -0.211 -0.066 0.325
H -4.109 -2.270 0.859 -0.053 0.126 -0.089 0.348
H -5.473 -1.156 0.548 0.038 0.009 -0.011 0.475
H -4.072 -1.195 -0.560 -0.117 -0.010 0.192 -0.007
H -3.641 1.968 1.400 -0.069 -0.064 -0.131 0.336
H -3.887 1.287 -0.237 0.004 0.048 0.206 0.201
H -5.206 1.267 0.942 0.136 -0.058 0.037 0.446
H -3.621 0.388 3.415 -0.074 -0.031 0.004 0.378
H -5.200 -0.237 2.872 0.023 0.022 0.044 0.461
H -3.841 -1.359 3.155 -0.009 0.148 -0.020 0.325
H -0.777 -3.425 3.620 0.162 0.059 0.002 0.326
H 0.781 -4.265 3.836 0.019 0.070 0.005 0.456
H 0.669 -2.507 4.105 -0.002 -0.068 0.001 0.364
H 2.445 -2.924 0.810 0.008 0.020 0.132 0.372
H 2.570 -2.192 2.436 -0.027 -0.062 -0.134 0.385
H 2.612 -3.952 2.235 -0.133 0.111 -0.025 0.424
H 0.311 -4.124 0.135 -0.003 -0.082 0.065 0.293
H 0.583 -5.221 1.515 0.021 0.018 -0.011 0.451
H -0.974 -4.364 1.345 0.164 -0.004 -0.084 0.380
H 1.686 -0.979 0.555 -0.259 -0.039 0.076 0.549
H -1.367 2.945 -2.605 -0.133 -0.102 -0.160 0.408
H -3.808 2.769 -3.180 0.128 -0.133 0.117 0.255